Formula: C7H22BaO11P
Source: OMol25
Level of theory: ωB97M-V with the def2-TZVPD basis set

Positions of all 42 atoms, in Å:
1 Ba -18.775 -17.955 -17.879
2 P -22.054 -17.581 -16.779
3 O -20.860 -18.619 -16.543
4 O -22.112 -17.428 -18.320
5 O -21.605 -16.198 -16.137
6 O -23.267 -18.119 -16.040
7 C -16.751 -15.322 -19.989
8 O -16.789 -16.005 -18.722
9 H -15.787 -15.519 -20.464
10 H -17.527 -15.741 -20.621
11 H -16.924 -14.263 -19.827
12 H -16.213 -15.525 -18.122
13 C -16.516 -18.400 -14.988
14 C -17.421 -19.603 -14.859
15 O -18.308 -19.789 -15.957
16 O -17.149 -17.229 -15.547
17 H -15.616 -18.453 -15.627
18 H -16.108 -18.172 -13.995
19 H -18.025 -19.438 -13.963
20 H -16.725 -20.440 -14.700
21 H -18.986 -20.421 -15.689
22 H -16.571 -16.463 -15.535
23 C -17.697 -20.650 -19.827
24 C -16.533 -19.697 -19.641
25 O -16.379 -19.150 -18.310
26 O -18.939 -19.943 -19.808
27 H -17.669 -21.459 -19.091
28 H -17.544 -21.054 -20.837
29 H -16.527 -18.852 -20.330
30 H -15.652 -20.314 -19.856
31 H -15.790 -19.751 -17.850
32 H -19.654 -20.520 -20.093
33 C -19.248 -14.379 -16.013
34 C -19.152 -14.660 -14.541
35 O -20.381 -15.029 -13.954
36 O -19.519 -15.547 -16.782
37 H -18.282 -14.024 -16.418
38 H -20.033 -13.638 -16.197
39 H -18.877 -13.736 -14.005
40 H -18.412 -15.437 -14.305
41 H -20.960 -15.610 -14.575
42 H -20.531 -15.841 -16.503

Properties
* frontier orbital gap: 3.189 eV
* total charge: -1
* relative energy (zero: lowest compared OMol25 entry of this formula, charge and spin): 0.00 kJ/mol
* HOMO: -2.078 eV

Formula: C7H22BaO11P
Source: OMol25
Level of theory: ωB97M-V with the def2-TZVPD basis set

Positions of all 42 atoms, in Å:
1 Ba -18.753 -17.941 -17.882
2 P -22.076 -17.532 -16.731
3 O -20.918 -18.569 -16.509
4 O -22.248 -17.396 -18.257
5 O -21.771 -16.190 -16.070
6 O -23.253 -18.168 -15.925
7 C -16.697 -15.338 -20.025
8 O -16.747 -16.023 -18.735
9 H -15.716 -15.610 -20.422
10 H -17.440 -15.701 -20.729
11 H -16.846 -14.288 -19.784
12 H -16.164 -15.551 -18.139
13 C -16.498 -18.377 -15.020
14 C -17.405 -19.577 -14.882
15 O -18.293 -19.769 -15.952
16 O -17.089 -17.203 -15.558
17 H -15.607 -18.406 -15.672
18 H -16.077 -18.149 -14.032
19 H -18.000 -19.401 -13.979
20 H -16.710 -20.414 -14.732
21 H -18.940 -20.417 -15.643
22 H -16.511 -16.441 -15.570
23 C -17.722 -20.654 -19.811
24 C -16.543 -19.681 -19.630
25 O -16.379 -19.137 -18.319
26 O -18.949 -19.943 -19.800
27 H -17.696 -21.464 -19.078
28 H -17.585 -21.052 -20.824
29 H -16.530 -18.835 -20.318
30 H -15.665 -20.302 -19.838
31 H -15.774 -19.741 -17.876
32 H -19.657 -20.528 -20.094
33 C -19.241 -14.356 -16.003
34 C -19.186 -14.723 -14.527
35 O -20.487 -15.111 -14.067
36 O -19.501 -15.530 -16.778
37 H -18.278 -14.036 -16.422
38 H -20.021 -13.623 -16.206
39 H -18.959 -13.844 -13.910
40 H -18.510 -15.530 -14.228
41 H -20.987 -15.631 -14.761
42 H -20.439 -15.792 -16.504

Properties
* frontier orbital gap: 2.251 eV
* total charge: -1
* relative energy (zero: lowest compared OMol25 entry of this formula, charge and spin): 107.95 kJ/mol
* HOMO: -1.292 eV

Formula: C7H22N2NbO3S
Source: OMol25
Level of theory: ωB97M-V with the def2-TZVPD basis set

Positions of all 36 atoms, in Å:
1 C 2.315 2.719 -1.344
2 C 2.140 1.184 -1.484
3 N 0.782 0.771 -1.946
4 Nb 0.280 -1.063 -0.903
5 C -1.962 -0.664 -0.931
6 C -2.372 0.829 -1.094
7 C -1.761 1.769 -0.039
8 S -2.390 1.504 1.645
9 O -3.610 2.327 1.824
10 O -2.569 0.095 2.021
11 O -1.206 2.114 2.623
12 C 0.090 -2.922 0.439
13 N 0.315 -2.671 1.884
14 C 1.693 -2.285 2.169
15 H 3.366 2.945 -1.101
16 H 1.699 3.129 -0.535
17 H 2.088 3.194 -2.311
18 H 2.923 0.704 -2.089
19 H 2.269 0.772 -0.471
20 H 0.881 0.550 -2.935
21 H 0.164 -2.043 -2.437
22 H 2.092 -1.424 -0.920
23 H 0.439 -0.086 0.649
24 H -2.364 -1.191 -1.824
25 H -2.478 -1.134 -0.076
26 H -2.026 1.177 -2.073
27 H -3.470 0.920 -1.022
28 H -0.666 1.739 0.009
29 H -2.024 2.808 -0.289
30 H -0.756 1.343 2.986
31 H -0.975 -3.219 0.341
32 H 0.695 -3.761 0.033
33 H 0.199 -3.575 2.333
34 H 1.920 -1.254 1.883
35 H 2.460 -2.948 1.723
36 H 1.819 -2.352 3.268

Properties
* frontier orbital gap: 7.341 eV
* total charge: -1
* HOMO: -4.521 eV

Formula: C7H22N6
Source: OMol25
Level of theory: ωB97M-V with the def2-TZVPD basis set

Positions of all 35 atoms, in Å:
1 C -4.208 2.492 9.098
2 C 0.109 -1.125 -6.013
3 C -2.027 -0.924 -4.674
4 C 3.861 0.026 1.214
5 C 4.064 -0.158 -1.688
6 C -0.457 -1.061 -4.563
7 C 2.879 -0.698 -0.914
8 N -5.027 1.532 8.834
9 N 0.932 -0.249 -2.921
10 N 0.139 0.030 -3.873
11 N 2.857 -0.575 0.383
12 N -4.752 0.249 9.012
13 N 1.588 0.613 -2.350
14 H -3.297 2.172 9.707
15 H -4.340 3.491 8.680
16 H -0.035 -0.237 -6.620
17 H 1.165 -1.241 -5.938
18 H -0.340 -2.119 -6.266
19 H -2.557 -0.998 -3.731
20 H -2.404 -1.619 -5.388
21 H -2.335 -0.010 -5.079
22 H 3.768 -0.422 2.135
23 H 4.818 -0.300 0.821
24 H 3.809 1.129 1.107
25 H 4.265 -0.849 -2.501
26 H 4.865 -0.206 -0.993
27 H 4.027 0.883 -1.945
28 H -0.186 -1.955 -3.997
29 H 2.176 -1.210 -1.463
30 H -5.963 1.755 8.496
31 H 0.161 0.959 -4.362
32 H 1.887 -0.971 0.805
33 H -5.453 -0.472 9.232
34 H -3.707 0.228 9.177
35 H 1.410 1.617 -2.595

Properties
* frontier orbital gap: 7.336 eV
* total charge: +2
* relative energy (zero: lowest compared OMol25 entry of this formula, charge and spin): 0.00 kJ/mol
* HOMO: -13.765 eV

Formula: C7H22O4
Source: OMol25
Level of theory: ωB97M-V with the def2-TZVPD basis set

Positions of all 33 atoms, in Å:
1 C 0.336 -2.864 -0.451
2 C 1.238 -1.721 -0.270
3 C 1.089 -0.406 -0.572
4 C 2.074 0.560 -0.113
5 C 1.434 1.802 0.667
6 C 0.420 1.417 1.842
7 C 0.852 0.442 2.901
8 H -0.605 -2.954 -1.096
9 H -0.018 -3.230 0.544
10 H 0.905 -3.744 -0.927
11 H 2.109 -1.957 0.316
12 H 0.233 0.009 -1.117
13 H 2.691 0.864 -1.053
14 H 2.718 0.203 0.790
15 H 2.273 2.454 0.931
16 H 0.864 2.359 -0.022
17 H -0.493 0.931 1.325
18 H -0.046 2.493 2.289
19 H 1.512 0.931 3.809
20 H -0.052 0.034 3.405
21 H 1.456 -0.352 2.630
22 O -1.822 -2.984 2.027
23 H -2.343 -2.726 1.204
24 H -1.175 -3.540 1.769
25 O 0.576 2.130 -2.630
26 H 1.295 2.237 -1.953
27 H 1.041 2.086 -3.475
28 O -2.230 0.493 -0.094
29 H -1.947 1.031 -0.899
30 H -1.774 0.993 0.605
31 O -2.643 0.995 -2.724
32 H -1.873 1.370 -2.923
33 H -2.489 0.067 -2.807

Properties
* frontier orbital gap: 9.514 eV
* SMILES: C/C=C/CCCC.O.O.O.O
* total charge: 0
* relative energy (zero: lowest compared OMol25 entry of this formula, charge and spin): 202.20 kJ/mol
* HOMO: -9.104 eV

Formula: C7H23Br3N7O4Y
Source: OMol25
Level of theory: ωB97M-V with the def2-TZVPD basis set

Positions of all 45 atoms, in Å:
1 Y -0.308 0.903 -0.107
2 Br 1.719 3.002 -0.511
3 Br -1.629 1.399 -2.566
4 Br 0.659 0.121 2.478
5 C -1.342 -2.439 -0.547
6 O -0.895 -1.293 -0.432
7 N -1.868 -3.092 0.523
8 N -1.180 -3.174 -1.673
9 H -1.999 -4.083 0.534
10 H -1.940 -2.599 1.393
11 H -0.772 -2.685 -2.450
12 H -1.701 -4.022 -1.773
13 C -1.586 3.946 1.006
14 O -1.201 2.795 0.814
15 N -0.733 4.971 1.195
16 N -2.908 4.257 1.028
17 H 0.267 4.881 1.121
18 H -1.070 5.873 1.468
19 H -3.557 3.497 0.951
20 H -3.206 5.209 1.065
21 C -3.673 0.339 1.007
22 O -2.462 0.429 0.872
23 N -4.270 -0.514 1.885
24 N -4.521 1.081 0.242
25 H -3.660 -1.063 2.461
26 H -5.258 -0.623 1.977
27 H -4.183 1.533 -0.593
28 H -5.505 1.060 0.425
29 C 2.896 -2.257 -1.470
30 C 2.360 -1.082 -0.623
31 C 3.476 -0.293 0.011
32 O 4.359 -1.027 0.830
33 C 5.543 -1.411 0.187
34 N 1.470 -0.232 -1.456
35 H 3.343 -1.906 -2.409
36 H 2.056 -2.853 -1.845
37 H 3.560 -2.858 -0.855
38 H 1.756 -1.658 0.085
39 H 3.077 0.478 0.679
40 H 3.930 0.355 -0.756
41 H 6.176 -0.536 -0.010
42 H 5.447 -1.943 -0.768
43 H 6.133 -2.102 0.794
44 H 1.142 -0.817 -2.220
45 H 2.057 0.436 -1.966

Properties
* frontier orbital gap: 7.848 eV
* total charge: 0
* relative energy (zero: lowest compared OMol25 entry of this formula, charge and spin): 67.50 kJ/mol
* HOMO: -7.844 eV

Formula: C7H23HgO8
Source: OMol25
Level of theory: ωB97M-V with the def2-TZVPD basis set

Positions of all 39 atoms, in Å:
1 Hg -2.972 -2.917 -1.282
2 C -1.117 1.585 -0.015
3 O -1.950 0.489 -0.315
4 H -0.294 1.218 0.598
5 H -0.595 2.065 -0.843
6 H -1.752 2.373 0.390
7 C 3.729 -3.366 0.492
8 C 2.588 -2.589 1.251
9 O 1.996 -3.388 2.202
10 O 3.239 -4.400 -0.351
11 H 4.576 -3.576 1.145
12 H 4.047 -2.644 -0.261
13 H 1.825 -2.239 0.556
14 H 3.110 -1.766 1.739
15 H 1.120 -3.643 1.904
16 H 2.757 -5.000 0.223
17 C -0.648 -0.546 4.693
18 C -0.354 -1.562 5.837
19 O -0.120 -0.912 7.066
20 O -1.973 -0.088 4.654
21 H -0.577 -1.177 3.807
22 H 0.068 0.276 4.672
23 H 0.560 -2.133 5.678
24 H -1.131 -2.320 5.940
25 H -0.133 -1.577 7.758
26 H -2.052 0.449 3.862
27 C 0.720 3.385 -5.248
28 C -0.610 2.675 -5.549
29 O -0.885 2.662 -6.896
30 O 0.765 4.680 -5.616
31 H 1.482 2.798 -5.761
32 H 0.960 3.471 -4.188
33 H -1.478 3.099 -5.045
34 H -0.480 1.631 -5.264
35 H -0.924 3.592 -7.133
36 H 1.709 4.830 -5.706
37 O -5.095 1.801 -1.937
38 H -4.334 1.261 -1.724
39 H -5.777 1.505 -1.334

Properties
* frontier orbital gap: 2.056 eV
* total charge: +1
* HOMO: -12.274 eV

Formula: C7H24AgN12O9
Source: OMol25
Level of theory: ωB97M-V with the def2-TZVPD basis set

Positions of all 53 atoms, in Å:
1 Ag 0.913 5.732 1.722
2 C -0.293 1.608 1.302
3 O -1.113 2.533 1.447
4 O 0.757 2.057 0.872
5 O -0.604 0.436 1.286
6 C 1.141 6.064 -3.433
7 O 1.808 6.217 -2.394
8 N -0.034 6.463 -3.637
9 N 1.609 5.269 -4.352
10 H -0.509 7.020 -2.941
11 H -0.509 6.084 -4.444
12 H 1.206 5.055 -5.253
13 H 2.328 4.644 -4.016
14 C -1.107 -6.070 0.466
15 O -1.296 -7.214 0.596
16 N -2.060 -5.230 0.482
17 N 0.021 -5.418 0.348
18 H -2.925 -5.722 0.309
19 H -1.856 -4.242 0.541
20 H 0.795 -6.067 0.321
21 H 0.145 -4.417 0.299
22 C -4.160 -0.407 5.827
23 O -5.062 -0.788 6.572
24 N -3.255 -1.131 5.214
25 N -3.945 0.898 5.577
26 H -2.926 -1.849 5.843
27 H -2.724 -0.791 4.425
28 H -3.287 1.168 4.860
29 H -4.724 1.487 5.837
30 C 4.785 -1.300 3.403
31 O 5.739 -2.009 3.555
32 N 3.616 -1.773 3.438
33 N 4.841 -0.059 3.091
34 H 3.675 -2.745 3.705
35 H 2.875 -1.399 2.862
36 H 3.961 0.373 2.847
37 H 5.761 0.351 3.026
38 C 3.533 -0.854 -3.606
39 O 4.146 -1.378 -4.508
40 N 2.207 -0.957 -3.509
41 N 3.941 0.034 -2.761
42 H 1.811 -0.543 -2.677
43 H 1.831 -1.464 -4.298
44 H 4.779 0.571 -2.934
45 H 3.278 0.524 -2.177
46 C -3.826 -0.225 -3.408
47 O -4.479 -0.371 -4.414
48 N -3.346 -1.097 -2.597
49 N -3.596 0.975 -2.949
50 H -3.492 -2.095 -2.648
51 H -2.938 -0.773 -1.732
52 H -3.234 1.160 -2.024
53 H -4.204 1.665 -3.366

Properties
* frontier orbital gap (spin up / spin down): 4.971 / 4.994 eV
* total charge: 0
* spin multiplicity: 2
* relative energy (zero: lowest compared OMol25 entry of this formula, charge and spin): 433.87 kJ/mol
* HOMO (spin up / spin down): -9.533 / -9.534 eV